# 1
# C13H24BrFNO2S

The ion C13H24BrFNO2S with charge +1 in a non-equilibrium geometry (the ωB97M-V functional and the def2-TZVPD basis, the OMol25 dataset).

Geometry (Å):
1 Br 2.0250 4.7294 -2.4807
2 S 3.9342 0.4885 -1.1808
3 F 4.2337 -0.2561 0.3514
4 O 4.1817 -0.5992 -2.2571
5 O 4.9632 1.6175 -1.4268
6 N 1.5017 2.2144 -1.1385
7 C -0.1803 0.3115 -0.8699
8 C 2.1383 1.0068 -1.2924
9 C -2.2523 -4.1194 1.6479
10 C -3.1014 -2.4704 -0.4027
11 C 2.6413 4.8248 1.5272
12 C -1.4309 -0.5520 -1.4841
13 C 2.1814 3.5335 -0.8365
14 C 1.4777 4.3758 0.4146
15 C -2.3257 -4.3356 3.2942
16 C -1.5435 -2.0407 -0.7543
17 C 1.1442 -0.2801 -1.6451
18 C -3.3219 -2.9809 1.1433
19 C 0.0011 1.9022 -1.3201
20 H -2.5052 -5.1392 1.1041
21 H -4.3953 -3.4876 1.1831
22 H 3.3205 3.4590 -0.5803
23 H 0.8992 -0.1076 -2.7934
24 H -3.3900 -2.0571 1.8941
25 H -3.1767 -3.6516 3.7759
26 H -0.9296 -1.9880 0.2479
27 H -2.4650 0.0047 -1.3589
28 H 2.6111 4.0404 2.4183
29 H -2.5125 -5.4689 3.5344
30 H -3.4216 -3.3163 -1.1778
31 H -1.2784 -0.7544 -2.6458
32 H 0.5712 3.8179 0.9017
33 H -0.5804 2.4380 -0.4278
34 H -3.8120 -1.5566 -0.6171
35 H -0.5102 2.2190 -2.3251
36 H 2.4328 5.9327 1.9158
37 H 0.0343 0.0456 0.2681
38 H -1.1467 -3.8326 1.3920
39 H 1.5348 -1.3539 -1.3733
40 H -1.3096 -4.0225 3.7838
41 H -1.0202 -2.8445 -1.4551
42 H 1.0616 5.4056 -0.0177
43 H 3.7205 4.8479 1.0639

**Multiplicity**: 1
**Total charge**: +1

Here are the natural (NBO) charges for atoms 1 to 4, given in e: atom 1 (Br): 0.079, atom 2 (S): 2.096, atom 3 (F): -0.434, atom 4 (O): -0.755

***

# 2
# C13H24Cl2N4Sn

A structure of composition C13H24Cl2N4Sn in a non-equilibrium geometry (the ωB97M-V functional and the def2-TZVPD basis, the OMol25 dataset).

Geometry (Å):
1 Sn 2.0625 0.1869 -1.0860
2 Cl 1.2704 -2.1921 -0.8650
3 Cl 2.0527 2.3158 0.5059
4 N 0.8944 -0.8561 3.4965
5 N -0.7622 0.9127 3.3184
6 N 0.2163 -0.0192 1.2872
7 N -1.3245 -1.3556 2.6267
8 C -0.3361 1.1831 1.9361
9 C 0.4920 0.8176 -2.3144
10 C -0.1863 -1.8692 3.4226
11 C -0.5552 1.5245 -2.0106
12 C 3.9694 0.0432 -1.7754
13 C -0.7408 -0.2460 -4.3673
14 C -1.8070 -0.1333 3.3116
15 C 0.3652 0.3800 4.1182
16 C -1.8943 1.0442 -2.4458
17 C -0.8700 -1.0034 1.2589
18 C -2.0067 0.0681 -3.6102
19 C 0.4884 -0.4636 -3.5204
20 C 1.3442 -0.5483 2.1328
21 H -2.7000 0.2471 2.7959
22 H -0.5288 0.5542 -5.0641
23 H 1.7305 -1.4635 1.6595
24 H -0.5131 -1.8951 0.7288
25 H -2.2780 0.5934 -1.5287
26 H -0.8761 -1.1059 -5.0069
27 H 2.1281 0.2219 2.1734
28 H -1.2005 1.5254 1.3414
29 H 0.4400 1.9601 1.9265
30 H -2.7666 0.4208 -4.3006
31 H 4.2318 1.0979 -2.3187
32 H 1.4446 -0.2977 -4.0755
33 H -0.4149 2.5329 -1.5303
34 H -2.0442 -0.3900 4.3584
35 H 0.2045 -2.7828 2.9486
36 H 0.4798 -1.5141 -3.0979
37 H -2.6704 1.8035 -2.6036
38 H -2.4475 -0.8533 -3.2446
39 H 1.1658 1.1333 4.1789
40 H -0.5405 -2.0982 4.4420
41 H 3.9250 -0.5679 -2.7819
42 H 2.2771 1.4942 -2.2583
43 H -0.0041 0.1458 5.1300
44 H -1.7152 -0.5513 0.7080

**Multiplicity**: 1
**Energy relative to the best compared isomer or geometry (same formula, charge and spin)**: 6.510 eV

Here are the natural (NBO) charges for atoms 1 to 4, given in e: atom 1 (Sn): 1.665, atom 2 (Cl): -0.487, atom 3 (Cl): -0.560, atom 4 (N): -0.473

***

Number 1: gap between HOMO and LUMO 0.252 Ha. Number 2: gap between HOMO and LUMO 0.223 Ha.